Record 1
ORCA calculation (wB97M-V/def2-TZVPD) on a 2-piece molecular cluster, C9H14 overall.

Each line ends with the Löwdin charge.
Element x y z (Å)
1 C 1.00454 1.92763 1.31213  -0.07
2 C 1.38015 1.11813 0.09773  -0.29
3 C 0.42628 1.00152 -0.91023  -0.05
4 C 0.62952 0.03521 -1.91393  -0.09
5 C 1.83058 -0.63834 -1.98298  -0.10
6 C 2.74561 -0.53108 -0.93192  -0.10
7 C 2.51383 0.28776 0.13940  -0.05
8 H 1.90650 2.45466 1.65720  0.08
9 H 0.45224 1.36430 2.05639  0.08
10 H 0.38747 2.78950 1.06122  0.07
11 H -0.44146 1.64248 -0.85887  0.11
12 H -0.09890 -0.00131 -2.71659  0.10
13 H 2.04051 -1.30959 -2.80452  0.10
14 H 3.60759 -1.18596 -0.97501  0.10
15 H 3.23194 0.46523 0.92913  0.11
16 C -2.29273 -0.92612 1.32280  -0.17
17 C -3.12504 -1.43238 0.13952  -0.17
18 H -1.20695 -1.07677 1.30948  0.06
19 H -2.36044 0.16527 1.26139  0.06
20 H -2.63699 -1.37986 2.23722  0.05
21 H -3.21991 -2.52168 0.20078  0.06
22 H -2.65685 -1.25177 -0.82652  0.05
23 H -4.11749 -0.99680 0.19618  0.06

Summary:
SMILES string: Cc1ccccc1.CC

=====

Record 2
ORCA calculation (wB97M-V/def2-TZVPD) on one molecule with the formula C4H7FS2.

Each line ends with the Löwdin charge.
Element x y z (Å)
1 C -0.91642 -1.11962 -0.71890  -0.02
2 C -0.97904 0.05922 -0.09750  -0.23
3 C -0.26285 0.26669 1.21040  -0.44
4 S 1.29679 -0.74741 1.43147  0.83
5 C 2.13814 0.04212 -0.02610  -1.08
6 F 2.34804 1.35528 0.15547  -0.09
7 S 3.62866 -0.69282 -0.66311  0.72
8 H -1.32136 -1.27195 -1.69048  0.06
9 H -0.27403 -1.78284 -0.27945  0.00
10 H -1.71003 0.62861 -0.55784  0.08
11 H -1.05748 -0.03276 1.91484  0.09
12 H 0.05576 1.28764 1.47041  0.07
13 H 1.23084 -0.02106 -0.76785  0.07
14 H 3.12720 -2.03888 -0.54037  -0.06

Summary:
SMILES string: C=CCS[C@@H](F)S

=====

Record 3
ORCA calculation (wB97M-V/def2-TZVPD) on an isolated ion of composition C5H10N and charge +1.

Each line ends with the Löwdin charge.
Element x y z (Å)
1 C 1.29990 -1.53368 -0.77737  0.04
2 N 1.17602 -0.02921 -0.68860  0.02
3 C -0.20970 0.51327 -0.84176  -0.13
4 C -0.63634 1.97099 -0.52881  0.10
5 C -0.94334 1.16372 0.42214  -0.18
6 C -1.50098 0.75033 1.66218  -0.05
7 H 0.22205 -1.74656 -0.46494  0.12
8 H 1.42930 -1.94345 -1.72958  0.08
9 H 2.02997 -1.72908 0.06497  0.13
10 H 1.88199 0.28357 -1.28174  0.14
11 H 1.50827 0.28540 0.20377  0.16
12 H -0.76293 0.01756 -1.54357  0.10
13 H -0.89264 2.89584 -1.02011  0.12
14 H -1.44505 1.46165 2.50526  0.10
15 H -1.19457 -0.22632 2.07716  0.10
16 H -2.62768 0.66512 1.62225  0.12

Summary:
total charge: +1
SMILES string: C[NH2+][C@@H]1C=C1C

=====

Number 1: HOMO energy -9.034 eV, strongest force on any atom 0.036 Eh/bohr, orbital gap 10.05 eV. Number 2: HOMO energy -9.200 eV, strongest force on any atom 0.080 Eh/bohr, orbital gap 9.83 eV. Number 3: HOMO energy -14.384 eV, strongest force on any atom 0.101 Eh/bohr, orbital gap 11.19 eV.